{"formula": "C18H26CdClN2O5P", "method": "ωB97M-V/def2-TZVPD", "charge": 2, "homo_lumo_gap_ev": 8.2, "homo_energy_ev": -13.895, "molar_mass_da": 529.25, "species": ["Cd", "C", "C", "C", "C", "C", "C", "C", "H", "H", "H", "H", "H", "H", "H", "H", "C", "C", "C", "C", "Cl", "C", "C", "C", "O", "C", "C", "O", "O", "H", "H", "H", "H", "H", "H", "H", "H", "N", "C", "P", "O", "O", "C", "N", "H", "H", "H", "H", "H", "H", "H", "H", "H", "H"], "xyz": [[-0.372, 0.073, 0.230], [-0.156, 1.665, 4.133], [-1.014, 1.609, 2.900], [-1.297, 2.758, 2.164], [-2.171, 2.733, 1.085], [-2.780, 1.547, 0.702], [-2.496, 0.369, 1.401], [-1.617, 0.412, 2.505], [-0.761, 1.979, 4.987], [0.653, 2.385, 4.021], [0.271, 0.691, 4.370], [-0.844, 3.696, 2.463], [-2.399, 3.650, 0.557], [-3.502, 1.539, -0.103], [-3.063, -0.536, 1.213], [-1.482, -0.479, 3.106], [1.883, -2.322, 3.628], [0.945, -2.494, 2.467], [-0.331, -3.001, 2.628], [-1.207, -3.142, 1.552], [-2.795, -3.768, 1.808], [-0.807, -2.780, 0.291], [0.479, -2.240, 0.089], [1.365, -2.138, 1.174], [2.648, -1.738, 1.092], [3.091, -0.937, 0.010], [2.305, 0.365, -0.122], [2.372, 0.971, -1.205], [1.563, 0.698, 0.859], [1.376, -2.523, 4.570], [2.287, -1.308, 3.643], [2.735, -2.998, 3.543], [-0.662, -3.303, 3.615], [-1.455, -2.964, -0.556], [0.832, -2.124, -0.932], [3.028, -1.470, -0.941], [4.135, -0.715, 0.213], [2.390, 1.721, -3.680], [0.977, 2.200, -3.472], [-0.065, 0.763, -3.020], [0.664, -0.515, -3.260], [-0.831, 0.968, -1.722], [-1.387, 0.794, -4.308], [-2.178, -0.476, -4.071], [2.671, 1.300, -2.762], [3.026, 2.481, -3.916], [2.448, 0.994, -4.394], [0.590, 2.666, -4.377], [0.996, 2.920, -2.660], [-0.968, 0.727, -5.310], [-2.058, 1.648, -4.232], [-2.911, -0.638, -4.761], [-2.598, -0.445, -3.140], [-1.522, -1.266, -4.077]], "mulliken_charge": [2.204, -1.706, 1.139, -0.434, -0.706, -0.284, -1.306, -0.404, 0.422, 0.400, 0.264, 0.475, 0.482, 0.509, 0.607, 0.546, -1.612, 0.997, -0.534, -0.042, -0.168, -0.482, -1.979, 1.147, -0.466, -0.507, 0.424, -0.781, -0.829, 0.436, 0.309, 0.377, 0.474, 0.588, 0.723, 0.314, 0.425, -0.189, -0.951, 0.760, -0.844, -0.604, -0.812, -0.237, 0.373, 0.412, 0.361, 0.555, 0.366, 0.405, 0.374, 0.397, 0.260, 0.349]}